Entry 1:
A 2-piece molecular cluster, C3H10INP overall in a non-equilibrium geometry. Source: the OMol25 dataset; level of theory: ωB97M-V with the def2-TZVPD basis set.

Structure (XYZ):
```
16
Properties=species:S:1:pos:R:3:forces:R:3:mulliken_charge:R:1
C 0.5749 0.8899 1.0943 0.848 1.572 -1.650 -0.9787
H 0.7716 -1.3762 -1.4455 1.441 2.387 1.580 0.2774
P -3.7111 0.2546 -0.9886 0.084 -0.186 1.262 0.0119
I -2.5236 2.3406 -0.8244 0.104 0.295 -0.295 0.0974
H -0.2589 1.5120 1.4256 0.620 0.236 0.439 0.3993
H -3.2786 -0.0990 -2.2532 0.391 -0.020 -0.773 0.1096
N 0.0108 0.1298 -0.0501 -0.201 1.186 -0.972 0.2444
H -0.3545 0.9242 -0.7481 0.163 -1.583 1.466 0.1653
H 1.4293 1.4472 0.5399 -1.458 -0.253 1.734 0.3548
H 0.9951 0.2267 1.8362 -0.171 -0.167 0.167 0.4046
H 1.6845 0.4007 -1.1864 -0.644 -1.171 -0.701 0.4035
C -1.0384 -0.7461 0.3190 -1.990 -1.689 0.967 -0.6795
H 1.9205 -0.7457 -0.0404 0.413 -1.295 1.173 0.3534
C 1.1696 -0.4876 -0.7299 -0.762 -0.544 -3.264 -0.8427
H -1.3124 -1.6078 -0.3210 0.629 0.839 0.342 0.4017
H -1.3618 -0.8034 1.3990 0.532 0.393 -1.475 0.2776
```
Forces are in eV/Å.

Summary:
Lowest unoccupied orbital energy (alpha / beta) (eV): -5.05 / -5.14
Charge: +1

---

Entry 2:
A 6-piece molecular cluster, C18H26O18 overall in a non-equilibrium geometry. Source: the OMol25 dataset; level of theory: ωB97M-V with the def2-TZVPD basis set.

Structure (XYZ):
```
62
Properties=species:S:1:pos:R:3:forces:R:3:mulliken_charge:R:1
C 0.2911 -1.9358 3.8002 0.364 0.207 -0.305 0.6157
H -5.3381 4.0697 -0.7668 -0.215 -0.163 -0.002 0.2743
H 1.9900 -1.0641 -2.2425 -0.441 -0.040 -0.017 0.3344
C -1.7961 0.7542 0.7013 -0.722 -0.288 -0.637 -0.1518
C -3.8327 -2.7782 -1.1553 0.204 -0.291 -0.527 -0.4115
O 7.2269 3.5173 0.3996 0.167 0.216 -0.179 -0.5291
H 3.7639 2.3428 1.4213 0.085 0.171 -0.142 0.0776
O 1.4294 -2.6608 3.8455 0.045 0.042 -0.079 -0.3970
H 4.9797 0.7785 2.7630 0.390 -0.234 -0.237 0.1256
H -4.4166 -1.9526 -0.7511 0.100 0.012 0.159 0.2482
C 4.0649 -1.2718 -0.0572 -0.424 0.535 -0.634 0.5975
C -1.6626 -2.6761 -0.5538 0.207 -0.885 0.227 0.4922
O -5.7119 1.3560 -3.9023 0.191 0.243 0.108 -0.3432
O 3.6921 -2.5607 -0.1483 0.097 -0.019 -0.001 -0.3793
H -1.8703 -0.3174 0.8861 -0.145 0.040 0.156 0.2125
H -5.0260 -0.5430 -4.3965 0.095 0.003 0.079 0.2080
O 1.2732 2.1067 1.2283 0.239 0.197 -0.007 -0.5955
C 4.4356 2.7832 2.1605 -0.203 -0.312 0.232 0.0111
H -3.7858 3.5522 -1.3711 -0.116 -0.182 -0.295 0.3025
O 5.0106 -0.8395 0.5153 0.192 -0.315 0.291 -0.5076
O -3.7826 1.2921 -2.7025 -0.191 -0.142 -0.104 -0.4875
C -4.7884 3.1984 -1.1118 0.831 0.664 0.713 -0.6126
H -1.3933 0.1386 -1.3385 0.401 0.023 -0.084 0.0406
H 2.7839 -2.4479 2.3155 0.015 0.264 -0.164 0.1703
H -4.4825 -3.6179 -1.3851 -0.080 0.036 0.093 0.3308
C -1.3314 1.0365 -0.7283 0.280 -0.248 0.150 -0.0167
C 2.5147 -1.9336 3.2347 -0.138 -0.170 0.850 -0.1714
H -1.8792 1.8068 -1.2630 0.071 0.239 0.233 0.2700
O 0.5314 -0.7095 3.2834 0.210 -0.254 -0.029 -0.3229
H 5.8578 2.0935 3.6195 0.027 -0.206 0.067 0.3074
O 6.4496 1.8330 1.6737 -0.073 0.131 -0.042 -0.3416
C 5.4326 1.7602 2.6693 -0.421 0.557 0.248 -0.1917
H -4.2214 0.8008 -5.2771 0.166 0.037 0.552 0.3117
O -0.7877 1.2723 1.5396 0.233 0.742 -0.348 -0.3169
C 2.3883 -2.6610 -0.7523 0.142 0.491 0.210 -0.3167
H 2.2471 0.1457 3.9461 0.327 -0.182 0.013 0.2056
C 0.2630 1.6744 0.7769 -0.352 -0.601 0.409 0.6501
H -2.9866 -3.1458 -3.1369 0.296 -0.041 0.014 0.3272
H -3.3134 -1.4330 -2.8138 0.180 0.100 0.047 0.0727
H -4.6685 2.4871 -0.2932 -0.250 -0.155 -0.125 0.2476
C 1.9576 -0.5199 3.1317 -0.868 0.410 -0.189 0.3935
O -5.4945 2.6744 -2.2104 -0.345 -0.257 -0.451 -0.3316
O 3.2068 -0.4779 -0.7505 -0.142 0.056 0.531 -0.3222
C -4.8881 1.7288 -2.9203 -0.029 0.102 0.120 0.8175
O 0.0335 1.4383 -0.5236 -0.062 0.120 -0.425 -0.3261
H 3.3355 -1.9748 3.9482 0.194 -0.056 -0.251 0.2871
C -2.9785 -2.3698 -2.3731 -0.731 -0.067 0.174 -0.0476
H -2.7573 1.2501 0.8405 0.088 -0.086 0.568 0.2074
O -1.6744 -2.2139 -1.8157 -0.118 0.311 -0.174 -0.3392
H 2.0963 0.0155 2.1938 0.264 -0.221 -0.023 -0.2609
H 1.1656 -0.9202 -0.6139 -0.004 0.496 -0.301 -0.4919
O 5.3034 3.7466 1.5568 -0.096 -0.065 -0.210 -0.3787
H 3.8339 3.2441 2.9401 0.130 0.154 -0.013 0.3202
C 6.4040 3.0833 1.1314 0.027 -0.423 0.195 0.6147
C -5.1539 0.4440 -4.8340 0.234 -0.283 -1.025 -0.6034
H 1.7186 -2.9836 0.0384 -0.198 -0.298 -0.260 0.2754
H 2.4198 -3.3497 -1.5906 0.059 -0.157 0.106 0.2791
H -5.8129 0.3672 -5.6996 -0.428 0.062 0.443 0.2732
O -2.8466 -3.2213 -0.2144 -0.209 0.602 -0.076 -0.3629
O -0.7713 -2.3221 4.1534 -0.337 -0.119 0.130 -0.5481
C 2.0540 -1.2088 -1.1691 0.604 -0.773 0.200 0.5462
O -0.7023 -2.6815 0.1483 0.183 0.273 0.036 -0.3421
```
Forces are in eV/Å.

Summary:
Lowest unoccupied orbital energy (eV): -0.06
Charge: 0
Structure (SMILES): COC(=O)OC.O=C1OCCO1.O=C1OCCO1.O=C1OCCO1.O=C1OCCO1.O=C1OCCO1

---

Entry 3:
A 2-piece molecular cluster, C4H6Cl2 overall in a non-equilibrium geometry. Source: the OMol25 dataset; level of theory: ωB97M-V with the def2-TZVPD basis set.

Structure (XYZ):
```
12
Properties=species:S:1:pos:R:3:forces:R:3:mulliken_charge:R:1
C -2.2149 0.1898 -0.5732 2.516 -1.962 4.881 -0.2140
H 0.3937 1.7193 -0.2334 -0.025 0.681 -0.110 0.2975
H 0.5887 -1.4007 1.5776 4.100 -1.447 2.923 0.3814
Cl -2.8117 1.5688 0.3277 0.047 -0.117 -0.530 -0.1344
C -0.1831 -1.2789 0.9903 -4.485 0.704 -2.288 -0.7269
Cl -3.1559 -1.3067 -0.2058 0.455 0.933 -0.342 -0.1915
C -0.2076 -0.1623 0.3334 -3.511 -0.046 -2.732 0.3895
H -2.1379 0.2855 -1.5845 0.073 0.629 -2.568 0.3710
H -1.0678 -1.9320 0.9632 0.503 0.240 0.478 0.1737
H 1.6462 0.7047 0.3094 1.684 -0.247 0.186 0.4004
H 0.8089 0.4608 -1.2695 0.938 -0.866 -3.050 0.3014
C 0.7841 0.7168 -0.2914 -2.294 1.500 3.151 -1.0481
```
Forces are in eV/Å.

Summary:
Lowest unoccupied orbital energy (eV): 0.81
Charge: 0

---

The evaluated calculated total energy for the records listed, in turn: -22142.4000 -55942.8783 -29286.4289 eV.
The evaluated energy above the lowest of the compared OMol25 structures with the same formula, charge and spin for the records listed, in turn: 61.2 0.0 78.9 kcal/mol.